ORCA calculation (ωB97M-V/def2-TZVPD) on a cluster of 2 separate species, C10H13O3 in total at a distorted geometry.

**HOMO**: -0.170 Ha
**DFT total energy**: -16724.0319 eV
**Total charge**: -1
**Kohn-Sham gap**: 7.81 eV
**LUMO level**: 3.193 eV

```
26
Properties=species:S:1:pos:R:3:mulliken_charge:R:1
C 2.675 0.697 0.825 -0.559
C 2.766 -0.422 -0.224 -0.861
C 2.919 -0.117 2.168 0.578
O 2.066 -0.911 2.641 -0.759
O 4.050 0.114 2.511 -0.688
H 3.488 1.346 0.703 0.327
H 1.830 1.260 0.738 0.341
H 2.028 -1.234 -0.066 0.152
H 3.781 -0.907 -0.312 0.306
H 2.508 -0.063 -1.290 0.244
C -3.479 1.111 -1.890 -1.562
C -1.097 0.415 0.928 -0.436
C -2.032 1.010 0.043 -0.652
C -0.633 -0.946 0.759 -0.054
C -2.429 0.441 -1.154 0.964
C -0.940 -1.342 -0.605 0.164
C -1.754 -0.675 -1.535 -0.674
O 0.161 -1.705 1.393 -0.594
H -0.725 0.953 1.848 0.321
H -2.433 1.910 0.292 0.473
H 0.905 -1.308 1.985 0.452
H -0.489 -2.361 -1.054 0.119
H -4.459 0.975 -1.395 0.267
H -3.582 0.730 -2.861 0.417
H -1.803 -1.152 -2.470 0.376
H -3.320 2.182 -1.979 0.337
```